Molecular formula: C16H38F27N4O6P4
Method: DFT, ωB97M-V with the def2-TZVPD basis set

Its charge is -1. The total energy is -145959.3631 eV. The HOMO energy is -4.16 eV.

Cartesian coordinates (Å):
C: 7.20341 17.64761 9.59567
C: 8.37186 18.28264 10.39719
O: 8.20592 18.73438 11.56270
N: 9.72357 18.47088 9.61294
H: 10.48898 18.01243 10.08631
H: 9.55269 18.06375 8.70457
C: 9.97528 19.95810 9.46054
H: 7.19212 18.25575 8.69117
H: 6.24237 17.73069 10.10324
H: 7.49664 16.59863 9.55375
H: 9.13084 20.21161 8.81963
H: 10.86390 20.21825 8.88541
H: 9.74553 20.52548 10.36243
C: 1.74338 18.26427 12.39033
C: 1.50655 18.22929 10.89020
O: 0.48379 18.62810 10.38522
N: 2.75180 17.97730 10.03031
H: 3.32687 17.29772 10.50735
H: 2.41101 17.72399 9.11390
C: 3.56846 19.29279 9.86394
H: 0.99514 18.79709 12.97713
H: 2.68722 18.70609 12.70980
H: 1.79989 17.21611 12.68407
H: 4.34903 19.41051 10.61558
H: 2.86427 20.11794 9.97053
H: 4.05795 19.14321 8.90158
C: 5.76493 18.85679 12.74711
C: 5.88172 19.80242 11.60460
O: 5.87160 19.36450 10.42379
N: 6.12918 21.25802 11.98246
H: 5.29761 21.71927 12.32282
H: 6.66404 21.29673 12.83834
C: 6.82577 22.05222 10.85026
H: 6.76603 18.49010 12.97386
H: 5.38901 17.91328 12.35140
H: 5.07396 19.11923 13.54823
H: 6.25193 22.15740 9.92952
H: 7.79130 21.64014 10.55693
H: 7.10020 23.00031 11.31277
C: 9.23093 14.24259 11.88442
C: 8.36816 15.46685 11.91605
O: 8.77341 16.60868 11.58187
N: 6.89125 15.19040 12.27010
H: 6.22677 15.43041 11.54830
H: 6.72110 14.20359 12.40189
C: 6.59184 16.10023 13.47693
H: 8.87372 13.58359 11.09307
H: 9.25836 13.74381 12.85320
H: 10.26808 14.42334 11.60197
H: 7.37138 15.98279 14.22969
H: 5.68719 15.69525 13.93043
H: 6.62148 17.17273 13.28468
C: 6.65368 22.48901 14.39966
O: 7.28095 21.32247 13.73380
O: 6.19222 23.32111 13.39416
C: 5.56179 21.89019 15.46732
F: 5.09068 22.91015 16.14337
F: 4.51691 21.36659 14.86147
F: 6.08037 20.98281 16.29855
C: 8.66547 21.37733 13.53953
C: 9.08281 20.12334 12.70962
H: 10.14814 19.94921 12.86082
H: 8.53470 19.26866 13.10607
H: 8.95666 20.35569 11.65217
H: 9.13869 21.43303 14.51986
H: 8.86055 22.29773 12.98914
H: 7.42554 22.94573 15.01911
P: 5.97651 24.42715 9.36493
F: 4.73474 23.44483 9.74086
F: 5.59349 25.56836 10.54500
F: 7.02506 23.64202 10.40956
F: 7.17003 25.44765 8.91015
F: 6.48016 23.46264 8.14275
F: 5.04369 25.18883 8.27225
P: 4.72363 15.93733 10.79400
F: 4.88706 15.21415 12.22825
F: 3.51464 14.93047 10.39698
F: 3.56599 16.99070 11.35275
F: 4.62021 16.81219 9.41638
F: 5.85802 17.05354 11.31807
F: 5.95604 14.98877 10.29913
P: 3.07136 21.42036 12.24655
F: 3.91944 20.05705 12.39486
F: 2.91285 21.20326 10.70879
F: 1.71195 20.64637 12.81794
F: 2.21041 22.77370 12.15134
F: 3.31869 21.77732 13.77684
F: 4.47551 22.25340 11.95212
P: 4.09797 17.44954 14.77596
F: 5.00418 18.35121 15.87580
F: 3.75267 18.58363 13.71605
F: 5.32846 17.19960 13.70618
F: 3.15066 16.43221 13.99284
F: 4.50890 16.19362 15.66221
F: 2.76779 17.81804 15.72719

Cartesian forces (eV/Å) of the 6 atoms listed first:
C 3.6070 0.7600 -1.2521
C -4.6348 2.4575 4.9131
O 0.8425 -4.9063 -10.9648
N -0.3490 0.8594 1.1832
H 0.1415 -0.3846 0.2954
H 0.2082 -0.2657 -0.3020

Want to see where the charge sits? The Löwdin charges in e are: -0.001, -0.266, -0.101, 0.119, 0.165, 0.157, 0.031, 0.114, 0.022, 0.087, 0.110, 0.108, 0.071, -0.013, -0.321, 0.118, 0.068, -0.281, 0.151, 0.037, 0.109, 0.035, 0.084, 0.039, 0.035, 0.108, -0.033, -0.255, -0.076, 0.131, -0.129, -0.154, -0.080, 0.093, 0.051, 0.078, 0.082, 0.079, -0.005, 0.020, -0.249, 0.073, 0.073, -0.024, 0.171, -0.057, 0.098, 0.100, 0.091, 0.129, 0.111, 0.076, -0.302, -0.090, -0.149, -0.575, 0.166, 0.095, 0.130, -0.168, -0.071, 0.093, 0.087, 0.027, 0.121, 0.129, 0.131, 0.320, -0.135, -0.181, -0.157, -0.195, -0.175, -0.180, 0.468, -0.113, -0.061, 0.064, -0.072, -0.217, -0.070, 0.323, -0.175, -0.079, -0.157, -0.109, -0.119, -0.006, 0.338, -0.142, -0.203, -0.364, -0.126, -0.120, -0.160



Molecular formula: C15H27N5O9PS2Ti
Method: DFT, ωB97M-V with the def2-TZVPD basis set

Its charge is -1. The total energy is -95950.8347 eV. Its expectation value of S² is 2.02. Its spin multiplicity is 3. The HOMO energy (spin up / spin down) is -1.75 / -3.75 eV.

Cartesian coordinates (Å):
Ti: -0.45076 -0.97994 1.30564
C: -0.57238 -1.91168 5.53915
O: -1.03853 -3.12977 4.92975
C: -1.09035 -3.08224 3.59343
O: -0.76794 -2.05653 2.99304
N: -1.50354 -4.22252 3.03522
N: -1.81459 -4.36366 1.67518
H: -0.62991 -2.09967 6.60639
H: -1.21117 -1.08044 5.24274
H: 0.45109 -1.70890 5.22458
H: -1.88845 -4.91765 3.65290
H: -2.37178 -3.56250 1.37754
H: -0.94676 -4.31267 1.14559
O: -1.53933 -3.83450 -3.76555
C: -1.37783 -3.40020 -2.65169
C: -2.41479 -2.53945 -1.85486
O: -3.54035 -2.25023 -2.27889
C: -1.71172 -2.23272 -0.67117
C: -0.37693 -2.77808 -0.65404
O: 0.39730 -2.49882 0.41857
C: -0.06641 -3.50826 -1.81886
O: 0.96569 -4.06501 -2.22694
O: -2.08930 -1.49593 0.40524
C: -2.10437 1.96782 -1.16342
N: -0.80878 2.05569 -1.82183
C: -0.80358 2.76238 -3.08631
P: 0.49755 1.16265 -1.38602
O: 0.08337 0.25835 -0.27767
N: 1.07698 0.36545 -2.69044
C: 0.24577 -0.67018 -3.30342
C: 2.26329 0.68169 -3.45189
N: 1.70748 2.19907 -0.96057
C: 2.97305 1.64584 -0.50863
C: 1.49971 3.58690 -0.61169
H: -2.85871 1.67033 -1.89574
H: -2.38876 2.92972 -0.72639
H: -2.07638 1.21270 -0.37824
H: -1.48138 2.28656 -3.80296
H: 0.19458 2.77803 -3.52270
H: -1.12394 3.80107 -2.94765
H: -0.66008 -0.82587 -2.72076
H: 0.78810 -1.61711 -3.34809
H: -0.03337 -0.35910 -4.31514
H: 2.78010 1.54360 -3.03482
H: 1.98894 0.90953 -4.48897
H: 2.94819 -0.17113 -3.46795
H: 2.99576 0.56780 -0.66797
H: 3.10147 1.82588 0.56259
H: 3.80875 2.09423 -1.05645
H: 0.51691 3.91995 -0.93385
H: 2.25673 4.21800 -1.09103
H: 1.56895 3.73318 0.47003
C: 1.44372 3.29764 3.50354
O: 0.19567 2.85950 2.97738
C: 0.01098 1.54021 2.77101
S: 1.32556 0.47648 2.72715
S: -1.57954 1.06754 2.50557
H: 1.31725 4.36406 3.67767
H: 2.25782 3.11196 2.80319
H: 1.66095 2.78094 4.43952

Cartesian forces (eV/Å) of the 6 atoms listed first:
Ti -0.0168 0.4548 -0.9569
C -0.0047 -0.0625 -0.0637
O -0.0454 -0.1171 -0.1928
C 0.1041 0.2096 -0.0423
O -0.1469 -0.5825 0.6196
N -0.1769 0.1405 0.2585

Want to see where the charge sits? The Löwdin charges in e are: 0.781, -0.024, -0.009, -0.506, -0.078, 0.037, 0.094, 0.091, 0.094, 0.091, 0.148, 0.083, 0.083, 0.097, -0.257, -0.365, -0.013, -0.322, -0.329, -0.202, -0.382, -0.024, -0.225, -0.074, -0.298, -0.110, 0.558, -0.343, -0.281, -0.052, -0.111, -0.296, -0.114, -0.086, 0.093, 0.083, 0.042, 0.089, 0.074, 0.082, 0.078, 0.096, 0.095, 0.061, 0.082, 0.093, 0.093, 0.060, 0.082, 0.073, 0.085, 0.073, -0.133, -0.237, -1.265, 0.646, 0.672, 0.090, 0.055, 0.081



Molecular formula: C4H7ClS
Method: DFT, ωB97M-V with the def2-TZVPD basis set

As for the structure (SMILES): S=CCl.C=CC. Its charge is 0. The total energy is -27616.8085 eV. The HOMO energy is -9.06 eV.

Cartesian coordinates (Å):
S: -2.63260 -1.20511 0.43926
C: -3.05950 0.36262 0.59219
Cl: -2.54930 1.56083 -0.45545
H: -3.83705 0.69547 1.28906
C: 0.66315 -1.00207 0.91023
C: 0.57624 0.09382 0.20272
C: 0.91067 0.26413 -1.28299
H: 0.38347 -1.83662 0.30785
H: 0.62787 -1.09837 1.94545
H: 0.64774 1.09282 0.65683
H: 0.18698 0.88720 -1.75122
H: 1.21872 -0.74376 -1.59482
H: 1.88039 0.82234 -1.34443

Cartesian forces (eV/Å) of the 6 atoms listed first:
S -0.4756 1.3466 0.3347
C -0.6533 -2.4493 0.2356
Cl 0.4161 1.0501 -0.5769
H 0.5076 0.0119 -0.0260
C -1.2794 -0.4874 -1.6176
C 2.0408 3.2121 -0.5191

Want to see where the charge sits? The Löwdin charges in e are: 0.637, -1.173, 0.621, 0.009, -0.057, -0.300, -0.104, 0.042, 0.038, 0.092, 0.033, 0.076, 0.085



Molecular formula: C4H5FN2O5S
Method: DFT, ωB97M-V with the def2-TZVPD basis set

Its charge is 0. The total energy is -30989.8602 eV. The HOMO energy is -10.54 eV.

Cartesian coordinates (Å):
C: -0.48751 -0.05996 0.28824
C: -1.96885 -0.25557 0.30692
C: 2.92329 0.44458 -0.64448
C: 2.28177 -0.47506 0.39760
N: 4.38118 0.30467 -0.70274
N: 1.41399 0.53453 1.45768
O: 0.21719 -0.14760 -0.68457
O: 5.01580 0.65551 -1.69880
O: 4.87050 -0.20808 0.29956
O: 0.06827 0.15275 1.49992
O: 1.99580 0.76279 2.45842
F: 0.80844 2.24177 0.84357
S: 2.39806 -1.94728 0.83252
H: -2.10940 -1.33256 0.38374
H: -2.36840 0.04387 -0.63194
H: -2.39317 0.12056 1.29921
H: 2.39611 0.18274 -1.64336
H: 2.68280 1.47780 -0.21753

Cartesian forces (eV/Å) of the 6 atoms listed first:
C 0.5490 0.0462 -1.1077
C 0.4805 -0.4558 2.7419
C -2.6309 0.5436 -0.1389
C 0.3763 2.0917 -0.7700
N 1.8626 -0.9847 -0.0767
N 0.9666 0.3219 -0.4321

Want to see where the charge sits? The Löwdin charges in e are: -0.493, 0.052, -0.074, -0.661, -0.385, -0.229, 0.094, 0.090, 0.048, 0.056, 0.152, -0.285, 0.983, 0.097, 0.089, 0.130, 0.176, 0.159



Molecular formula: C2H6P2
Method: DFT, ωB97M-V with the def2-TZVPD basis set

Its charge is 0. The total energy is -20745.0410 eV. The HOMO energy (spin up / spin down) is -8.22 / -8.17 eV.

Cartesian coordinates (Å):
C: 1.07868 -0.70405 -1.87694
C: 0.44729 0.38001 -1.43465
P: -0.69140 0.32319 0.02545
P: -0.99527 0.41396 3.13733
H: 1.04198 -1.63863 -1.33960
H: 1.65872 -0.69966 -2.78530
H: 0.49150 1.31976 -1.96878
H: -0.89546 1.70833 0.05119
H: -0.11855 -0.63988 3.38918
H: -2.01748 -0.46302 2.80211

Cartesian forces (eV/Å) of the 6 atoms listed first:
C 0.0933 -0.0480 -0.0276
C -0.7093 0.1013 1.2140
P 0.2891 -0.2832 -0.6565
P 0.3985 0.7754 -0.3531
H -0.0654 -0.1661 0.1080
H 0.1148 0.0603 -0.1618

Want to see where the charge sits? The Löwdin charges in e are: -0.105, -0.533, 0.712, 0.495, 0.041, 0.047, 0.035, -0.175, -0.257, -0.259



Molecular formula: C6H12S4
Method: DFT, ωB97M-V with the def2-TZVPD basis set

As for the structure (SMILES): C1CSSC1.C1CSSC1. Its charge is 0. The total energy is -49757.1554 eV. The HOMO energy is -7.62 eV.

Cartesian coordinates (Å):
C: 0.57180 -3.36061 -1.86193
C: 0.98069 -2.03671 -1.17915
S: 1.00318 -0.66974 -2.39464
S: 1.38642 -1.86766 -4.04380
C: 1.19682 -3.46821 -3.25201
H: -0.52504 -3.25625 -1.96919
H: 0.76336 -4.18986 -1.15404
H: 0.34589 -1.65431 -0.35681
H: 2.02632 -2.05576 -0.81620
H: 2.25853 -3.77496 -3.18763
H: 0.69086 -4.15326 -3.95923
C: -1.43380 3.34536 1.87007
C: -0.87192 2.15730 1.12824
S: -0.71571 0.69931 2.28036
S: -0.98694 1.71005 4.05490
C: -0.77447 3.30180 3.30233
H: -2.53430 3.23716 1.92142
H: -1.21313 4.29870 1.35247
H: -1.52486 1.94969 0.25875
H: 0.14929 2.34590 0.74482
H: 0.33178 3.33733 3.28213
H: -1.12469 4.10475 3.97914

Cartesian forces (eV/Å) of the 6 atoms listed first:
C -1.3816 1.0891 0.5329
C 1.3918 0.5017 0.0406
S -0.5489 0.0005 0.1862
S -0.2530 0.6085 -0.6774
C 1.3424 -0.8816 0.2650
H 0.3792 -0.4128 -0.0911

Want to see where the charge sits? The Löwdin charges in e are: -0.303, -0.545, 0.440, 0.465, -0.570, 0.112, 0.118, 0.067, 0.069, 0.064, 0.079, -0.306, -0.535, 0.443, 0.460, -0.590, 0.113, 0.116, 0.081, 0.073, 0.065, 0.081



Molecular formula: C6H11Br2
Method: DFT, ωB97M-V with the def2-TZVPD basis set

Its charge is 0. The total energy is -146483.3856 eV. Its expectation value of S² is 0.78. Its spin multiplicity is 2. The HOMO energy (spin up / spin down) is -7.85 / -9.58 eV.

Cartesian coordinates (Å):
Br: 2.00677 2.69688 3.00786
Br: 1.36261 2.10749 0.79244
C: 1.62148 -1.47695 0.66096
C: 0.54223 -1.56343 -0.43223
C: -0.27069 -0.29595 -0.64211
C: -1.45660 -0.14109 0.02351
C: -2.24894 1.10104 -0.06302
C: 0.25810 0.70647 -1.47308
H: 2.14630 -2.44281 0.66817
H: 2.34450 -0.66701 0.45752
H: 1.16361 -1.31129 1.65074
H: 1.02910 -1.78839 -1.38727
H: -0.13623 -2.39763 -0.19499
H: -1.86487 -0.93509 0.65267
H: -3.09443 0.95325 0.64240
H: -1.64911 1.98685 0.28066
H: -2.66355 1.32773 -1.08111
H: 1.21655 0.51433 -1.96138
H: -0.30683 1.62561 -1.60175

Cartesian forces (eV/Å) of the 6 atoms listed first:
Br -0.1617 -0.0892 -0.7712
Br 0.1601 0.1404 0.8437
C -0.1262 -0.0205 -0.1054
C -0.0668 0.0541 -0.1765
C 0.9682 -0.2541 -0.2557
C -0.1659 0.0041 -0.1907

Want to see where the charge sits? The Löwdin charges in e are: -0.005, 0.167, -0.119, -0.231, -0.410, -0.120, -0.123, -0.039, 0.071, 0.044, 0.078, 0.105, 0.110, 0.114, 0.078, 0.066, 0.098, 0.071, 0.045



Molecular formula: C4H9N4
Method: DFT, ωB97M-V with the def2-TZVPD basis set

Its charge is +1. The total energy is -10241.5314 eV. Its expectation value of S² is 2.01. Its spin multiplicity is 3. The HOMO energy (spin up / spin down) is -11.84 / -15.79 eV.

Cartesian coordinates (Å):
C: -0.50405 -0.67154 0.10733
C: -1.52854 -1.72122 0.11560
C: -1.72236 1.53772 0.02711
C: 2.91196 0.17180 -0.13290
N: 0.78668 -0.96156 0.05659
N: 0.54863 1.32248 -0.08234
N: -0.59803 0.67450 0.00020
N: 1.50746 0.03562 -0.04137
H: -1.64725 -2.10949 1.11217
H: -2.46439 -1.39794 -0.12715
H: -1.26800 -2.61554 -0.41728
H: -1.44485 2.33671 -0.76621
H: -2.64250 0.86516 -0.32466
H: -1.78453 1.87579 0.98615
H: 3.24194 1.13016 -0.75609
H: 3.39254 0.31210 0.87805
H: 3.21528 -0.78476 -0.63517

Cartesian forces (eV/Å) of the 6 atoms listed first:
C 1.0924 -0.3595 -0.7355
C 1.6066 -0.1696 1.1056
C -1.8987 -1.1372 -4.7386
C 1.8829 0.7645 -0.9773
N 0.1177 -4.4822 0.3752
N 2.4609 -0.5496 0.0747

Want to see where the charge sits? The Löwdin charges in e are: -0.193, 0.061, 0.009, -0.010, 0.147, 0.258, -0.188, -0.120, 0.121, 0.058, 0.115, 0.141, 0.150, 0.062, 0.150, 0.120, 0.118